Here is a structure of composition C32H38FeN9O3S2 from OMol25. Energies are from ωB97M-V/def2-TZVPD.

The geometry in ORCA input format:
```
! wB97M-V def2-TZVPD RIJCOSX def2/J DEFGRID3
* xyz -1 1
Fe 1.090 0.204 1.285
C -3.057 4.029 2.156
C -2.322 3.521 0.924
N -2.630 2.134 0.618
C -3.735 1.902 -0.305
C -3.278 1.801 -1.752
C -1.877 1.101 1.053
S -0.680 1.385 2.270
N -2.225 -0.086 0.558
C -1.451 -1.167 0.628
O -0.224 -1.231 0.811
C -2.150 -2.479 0.395
C -1.458 -3.660 0.642
C -2.080 -4.886 0.460
C -3.395 -4.942 0.014
C -4.084 -3.765 -0.252
C -3.465 -2.539 -0.057
H -2.842 5.087 2.323
H -2.737 3.466 3.032
H -4.138 3.915 2.045
H -1.246 3.605 1.064
H -2.591 4.114 0.045
H -4.439 2.729 -0.178
H -4.237 0.983 -0.008
H -2.804 2.729 -2.080
H -4.126 1.601 -2.411
H -2.551 0.996 -1.849
H -0.425 -3.600 0.962
H -1.533 -5.799 0.661
H -3.881 -5.900 -0.128
H -5.107 -3.804 -0.606
H -3.987 -1.611 -0.249
N -1.294 -4.544 -2.994
C -0.172 -3.929 -2.416
C 0.792 -4.686 -1.754
C 1.880 -4.069 -1.156
C 2.020 -2.693 -1.241
C 1.082 -1.929 -1.926
C -0.005 -2.547 -2.513
S 3.320 -1.865 -0.384
O 4.304 -2.848 -0.009
O 3.734 -0.749 -1.188
N 2.579 -1.240 0.915
C 2.182 -1.963 1.975
N 2.368 -3.274 2.190
C 1.863 -3.750 3.320
C 1.154 -2.994 4.242
C 0.954 -1.661 3.908
N 1.468 -1.149 2.812
H -1.555 -5.395 -2.516
H -2.092 -3.926 -3.032
H 0.670 -5.762 -1.684
H 2.618 -4.638 -0.607
H 1.188 -0.850 -1.952
H -0.755 -1.951 -3.022
H 2.019 -4.812 3.493
H 0.747 -3.425 5.145
H 0.350 -0.993 4.513
N 2.958 5.141 1.745
C 3.176 3.804 2.035
C 2.253 2.835 1.620
N 2.457 1.552 1.861
C 3.593 1.212 2.490
C 4.489 2.180 2.882
N 4.290 3.485 2.674
H 1.996 5.410 1.620
H 3.496 5.772 2.317
H 1.352 3.087 1.077
H 3.769 0.161 2.652
H 5.405 1.902 3.390
C 0.062 1.946 -3.790
C 0.852 2.626 -2.664
C 2.305 2.821 -3.122
C 0.233 3.998 -2.363
C 0.837 1.791 -1.450
C 0.881 1.145 -0.416
H 0.088 2.554 -4.700
H -0.979 1.800 -3.498
H 0.491 0.968 -4.015
H 2.346 3.428 -4.033
H 2.773 1.855 -3.315
H 2.884 3.318 -2.342
H 0.226 4.627 -3.259
H 0.807 4.508 -1.586
H -0.792 3.884 -2.006
*
```

The total energy is -4020.93655 Eh. The LUMO energy comes out at 2.55 eV. The calculation puts the maximum force at 0.226 eV/Å. The relative energy (zero: lowest compared OMol25 entry of this formula, charge and spin) is 0.000 eV. The calculation puts the orbital gap at 7.15 eV.